P) Here is a cluster of 2 separate species, C2H7N3 in total from the OMol25 dataset. Energies are from ωB97M-V/def2-TZVPD.

Frontier orbital gap ... 8.6479 eV
2S+1 ... 1
SMILES ... C#N.CNN

The geometry in XYZ format:
```
12
C2H7N3 (ωB97M-V/def2-TZVPD)
C -2.236 -0.507 -0.327
N -1.551 -1.189 0.318
H -3.060 -0.080 -0.854
C 0.510 1.277 -0.157
N 0.479 -0.051 0.665
N 1.297 -1.064 0.016
H 1.554 1.509 -0.402
H 0.068 2.072 0.432
H -0.040 1.116 -1.081
H 0.929 0.118 1.565
H 0.760 -1.329 -0.809
H 1.291 -1.874 0.633
```

Q) Here is an isolated molecule of C2H7N3 from the OMol25 dataset. Energies are from ωB97M-V/def2-TZVPD.

Frontier orbital gap ... 10.1062 eV
2S+1 ... 1
SMILES ... [H]/N=N/[C@H](C)N

The geometry in XYZ format:
```
12
C2H7N3 (ωB97M-V/def2-TZVPD)
H -2.842 -0.606 0.337
N -2.002 -0.014 0.255
N -1.097 -0.654 -0.306
C 0.150 0.066 -0.479
C 1.247 -0.776 0.178
N 0.200 1.426 -0.006
H 0.314 0.067 -1.567
H 1.090 -0.811 1.254
H 2.211 -0.322 -0.024
H 1.224 -1.787 -0.217
H -0.550 1.967 -0.424
H 0.056 1.444 0.999
```

Q: Which of them is the least stable? A: P).

P) Here is a cluster of 2 separate species, C2H7N3 in total from the OMol25 dataset. Energies are from ωB97M-V/def2-TZVPD.

Frontier orbital gap ... 9.5004 eV
2S+1 ... 1
SMILES ... [H]/N=C/N.C=N

The geometry in XYZ format:
```
12
C2H7N3 (ωB97M-V/def2-TZVPD)
H -0.998 2.632 1.441
N -1.106 1.677 1.142
C -0.785 1.809 -0.168
N -0.420 0.725 -0.982
H -0.655 2.792 -0.618
H 0.009 -0.111 -0.584
H -0.292 0.726 -1.986
C 1.287 -2.172 0.546
N 0.274 -2.313 -0.360
H 2.193 -1.959 -0.004
H 1.108 -1.659 1.441
H -0.614 -2.147 0.131
```

Q) Here is an isolated molecule of C2H7N3 from the OMol25 dataset. Energies are from ωB97M-V/def2-TZVPD.

Frontier orbital gap ... 10.3183 eV
2S+1 ... 1
SMILES ... [H]/N=C(/C)NN

The geometry in XYZ format:
```
12
C2H7N3 (ωB97M-V/def2-TZVPD)
H 1.067 1.729 0.041
N 0.045 1.493 0.075
C -0.296 0.230 -0.043
C -1.666 -0.329 0.023
N 0.686 -0.708 0.306
N 1.870 -0.292 -0.083
H -1.738 -1.525 -0.281
H -2.014 0.213 1.031
H -2.112 0.249 -0.785
H 0.312 -1.697 -0.183
H 1.848 0.335 -0.907
H 1.998 0.304 0.805
```

R) Here is an isolated molecule of C2H7N3 from the OMol25 dataset. Energies are from ωB97M-V/def2-TZVPD.

Frontier orbital gap ... 9.8683 eV
2S+1 ... 1
SMILES ... [H]/N=N/N(C)C

The geometry in XYZ format:
```
12
C2H7N3 (ωB97M-V/def2-TZVPD)
H -1.085 -1.513 2.517
N -0.392 -0.958 1.939
N -0.936 -0.774 0.839
N -0.134 -0.144 -0.075
C 1.103 0.573 0.266
C -0.578 0.084 -1.379
H 2.018 0.297 -0.270
H 1.017 1.598 0.051
H 1.205 0.585 1.241
H -0.898 1.028 -1.725
H 0.232 -0.179 -1.938
H -1.552 -0.597 -1.465
```

Q: Which of them is the least stable? A: Q).

P) Here is a cluster of 2 separate species, C2H4O2P in total from the OMol25 dataset. Energies are from ωB97M-V/def2-TZVPD.

Frontier orbital gap (alpha / beta) ... 4.7778 / 6.5024 eV
2S+1 ... 1
Charge ... -1

The geometry in XYZ format:
```
9
C2H4O2P (ωB97M-V/def2-TZVPD)
C 0.959 -0.828 0.239
C 0.229 0.275 0.311
O -1.971 -1.239 -0.328
O -2.472 1.219 -0.113
P -1.474 0.160 -0.209
H 2.053 -1.009 0.408
H 0.309 -1.659 -0.081
H 0.529 1.368 0.556
H 1.838 1.712 -0.782
```

Q) Here is a structure of composition C2H4O2P from the OMol25 dataset. Energies are from ωB97M-V/def2-TZVPD.

Frontier orbital gap ... 6.8988 eV
2S+1 ... 1
Charge ... -1

The geometry in XYZ format:
```
9
C2H4O2P (ωB97M-V/def2-TZVPD)
C 0.219 0.859 -0.381
C -0.082 0.180 0.894
O -0.338 -2.512 0.039
O -0.066 -0.418 -1.527
P -1.027 -1.207 -0.236
H -0.447 1.516 -0.801
H 1.246 1.274 -0.691
H 0.784 -0.475 0.990
H -0.288 0.783 1.714
```

Q: Which of them is the least stable? A: P).

P) Here is a cluster of 2 separate species, C3H2Cl2 in total from the OMol25 dataset. Energies are from ωB97M-V/def2-TZVPD.

Frontier orbital gap (alpha / beta) ... 8.1770 / 7.2455 eV
2S+1 ... 1

The geometry in XYZ format:
```
7
C3H2Cl2 (ωB97M-V/def2-TZVPD)
C -0.247 0.411 -0.697
C 0.891 2.174 -2.108
C -1.253 0.024 0.060
Cl 1.921 2.775 -1.066
Cl -1.062 -1.515 0.920
H 0.698 -0.108 -0.853
H -2.198 0.606 0.202
```

Q) Here is an isolated molecule of C3H2Cl2 from the OMol25 dataset. Energies are from ωB97M-V/def2-TZVPD.

Frontier orbital gap (alpha / beta) ... 7.9265 / 7.9269 eV
2S+1 ... 1

The geometry in XYZ format:
```
7
C3H2Cl2 (ωB97M-V/def2-TZVPD)
C 0.033 -1.435 0.131
C 0.595 0.894 -0.496
C -0.314 -0.007 0.264
Cl 0.080 -1.854 -1.474
Cl 1.171 2.230 0.534
H -1.205 0.080 -0.274
H -0.359 0.092 1.316
```

Q: Which of them is the least stable? A: P).

P) Here is the ion C4H13N2 with charge +1 from the OMol25 dataset. Energies are from ωB97M-V/def2-TZVPD.

Frontier orbital gap ... 11.3314 eV
2S+1 ... 1
Charge ... +1
SMILES ... CNCC[NH2+]C

The geometry in XYZ format:
```
19
C4H13N2 (ωB97M-V/def2-TZVPD)
C -1.179 -1.620 -0.133
N -1.390 -0.103 0.036
C -0.707 0.242 1.302
C 0.677 0.848 0.912
N 0.866 0.939 -0.644
C 1.648 -0.121 -1.285
H -1.021 -1.918 -1.161
H -0.179 -1.815 0.286
H -2.049 -2.211 0.128
H -2.410 -0.127 0.166
H -1.298 1.095 1.680
H -0.796 -0.570 2.052
H 0.752 1.831 1.382
H 1.490 0.175 1.212
H 1.173 1.899 -0.792
H -0.140 0.851 -0.924
H 2.663 -0.034 -0.920
H 1.240 -1.086 -0.963
H 1.470 -0.109 -2.360
```

Q) Here is the ion C4H13N2 with charge +1 from the OMol25 dataset. Energies are from ωB97M-V/def2-TZVPD.

Frontier orbital gap ... 10.4053 eV
2S+1 ... 1
Charge ... +1
SMILES ... CNCC[NH2+]C

The geometry in XYZ format:
```
19
C4H13N2 (ωB97M-V/def2-TZVPD)
C 0.366 1.814 -1.027
N 1.072 0.517 -1.146
C 1.480 0.023 0.161
C 0.622 -1.165 0.420
N -0.882 -0.960 -0.001
C -1.863 -0.523 1.054
H 0.423 2.262 0.017
H 0.845 2.583 -1.578
H -0.588 1.526 -1.271
H 1.924 0.496 -1.596
H 2.552 -0.429 0.291
H 1.350 0.923 0.842
H 1.032 -1.869 -0.375
H 0.522 -1.738 1.339
H -1.262 -1.904 -0.266
H -1.176 -0.211 -0.767
H -1.861 -1.252 1.880
H -1.588 0.515 1.342
H -2.968 -0.610 0.682
```

R) Here is the ion C4H13N2 with charge +1 from the OMol25 dataset. Energies are from ωB97M-V/def2-TZVPD.

Frontier orbital gap ... 10.7206 eV
2S+1 ... 1
Charge ... +1
SMILES ... CN[C@@H](C)[NH2+]C

The geometry in XYZ format:
```
19
C4H13N2 (ωB97M-V/def2-TZVPD)
C 2.243 -0.337 -0.133
N 0.854 -0.899 0.045
C -0.235 -0.205 -0.571
C -1.270 -1.178 -1.096
N -1.070 0.682 0.459
C -0.447 1.620 1.358
H 2.167 0.694 -0.203
H 2.697 -0.621 0.786
H 2.846 -0.772 -0.850
H 0.782 -1.830 -0.120
H 0.021 0.497 -1.431
H -1.633 -1.887 -0.304
H -0.788 -1.793 -1.831
H -2.199 -0.958 -1.634
H -1.635 -0.064 0.751
H -1.796 1.319 -0.075
H -0.193 2.620 0.887
H -0.979 1.863 2.282
H 0.635 1.248 1.682
```

Q: Which of them is the least stable? A: Q).